{"formula": "C50H51MoN4O4P2S", "method": "ωB97M-V/def2-TZVPD", "total_charge": 3, "multiplicity": 3, "s2": 2.323, "total_energy_ha": -3604.10684, "species": ["Mo", "C", "S", "C", "C", "C", "N", "P", "C", "C", "C", "C", "C", "C", "C", "C", "C", "C", "C", "C", "P", "C", "C", "C", "C", "C", "C", "C", "C", "C", "C", "C", "C", "H", "H", "H", "H", "H", "H", "H", "H", "H", "H", "H", "H", "H", "H", "H", "H", "H", "H", "H", "H", "H", "H", "H", "H", "H", "H", "H", "H", "H", "C", "C", "C", "C", "C", "C", "N", "C", "C", "C", "C", "C", "C", "C", "O", "O", "C", "C", "H", "H", "H", "H", "H", "H", "H", "H", "H", "H", "H", "H", "H", "H", "O", "C", "N", "C", "O", "C", "C", "C", "C", "N", "C", "H", "H", "H", "H", "H", "H", "H", "H"], "coordinates": [[0.62, -1.72, -0.64], [-0.10, 4.50, -4.59], [-1.11, 3.02, -4.79], [0.06, 1.80, -4.09], [-0.37, 0.39, -4.45], [0.35, -0.65, -3.59], [-0.07, -0.62, -2.20], [2.77, -0.94, -0.48], [3.46, -1.03, 1.16], [2.86, -1.99, 1.98], [3.31, -2.20, 3.26], [4.36, -1.42, 3.75], [4.94, -0.44, 2.95], [4.51, -0.25, 1.65], [3.68, 0.25, -1.46], [3.78, 1.60, -1.12], [4.51, 2.46, -1.93], [5.14, 1.99, -3.07], [5.05, 0.65, -3.41], [4.32, -0.22, -2.62], [-0.98, 0.42, -1.35], [-2.44, 1.34, -1.86], [-3.61, 0.61, -2.05], [-4.79, 1.27, -2.34], [-4.80, 2.66, -2.45], [-3.63, 3.38, -2.24], [-2.45, 2.73, -1.94], [-1.43, -0.77, -0.05], [-1.85, -0.31, 1.21], [-2.42, -1.18, 2.12], [-2.66, -2.51, 1.76], [-2.36, -2.95, 0.48], [-1.73, -2.11, -0.44], [-0.64, 5.32, -5.06], [0.86, 4.36, -5.07], [0.03, 4.72, -3.53], [0.06, 1.93, -3.00], [1.05, 2.02, -4.48], [-0.17, 0.19, -5.51], [-1.45, 0.27, -4.30], [1.44, -0.49, -3.64], [0.12, -1.65, -3.97], [2.02, -2.59, 1.57], [2.87, -2.96, 3.89], [4.73, -1.59, 4.74], [5.74, 0.17, 3.35], [4.99, 0.49, 1.03], [3.30, 1.96, -0.22], [4.60, 3.50, -1.66], [5.71, 2.66, -3.69], [5.56, 0.27, -4.28], [4.26, -1.27, -2.86], [-3.61, -0.47, -1.94], [-5.71, 0.71, -2.47], [-5.71, 3.17, -2.68], [-3.64, 4.46, -2.31], [-1.55, 3.30, -1.75], [-1.74, 0.73, 1.47], [-2.71, -0.82, 3.09], [-3.13, -3.18, 2.45], [-2.65, -3.96, 0.20], [-1.76, -2.40, -1.50], [-5.02, 2.36, 2.87], [-3.69, 2.28, 3.56], [-3.62, 1.72, 4.83], [-2.40, 1.59, 5.49], [-1.25, 1.99, 4.87], [-1.29, 2.58, 3.58], [-0.06, 2.85, 3.02], [0.30, 3.74, 2.00], [0.25, 5.12, 2.19], [0.70, 5.98, 1.20], [1.17, 5.49, -0.01], [1.14, 4.13, -0.25], [0.73, 3.23, 0.75], [0.55, 1.81, 0.47], [0.81, 0.86, 1.17], [-0.07, 1.63, -0.74], [-2.53, 2.73, 2.92], [-2.69, 3.35, 1.56], [-5.80, 1.95, 3.51], [-5.01, 1.79, 1.94], [-5.27, 3.39, 2.64], [-4.53, 1.39, 5.31], [-2.37, 1.17, 6.48], [-0.30, 1.89, 5.37], [0.72, 2.43, 3.51], [-0.11, 5.50, 3.13], [0.69, 7.04, 1.38], [1.54, 6.16, -0.76], [1.46, 3.73, -1.20], [-1.74, 3.54, 1.07], [-3.21, 4.30, 1.66], [-3.29, 2.71, 0.93], [0.93, -9.39, 0.09], [0.88, -8.70, 1.29], [-0.33, -7.89, 1.41], [-0.57, -6.68, 0.89], [-1.63, -6.10, 1.04], [0.48, -5.97, 0.07], [1.29, -6.54, -0.91], [2.01, -5.69, -1.74], [1.85, -4.33, -1.62], [1.07, -3.77, -0.69], [0.43, -4.58, 0.15], [0.35, -10.16, 0.11], [1.75, -8.05, 1.32], [0.91, -9.37, 2.16], [-1.13, -8.32, 1.85], [1.34, -7.62, -1.04], [2.66, -6.09, -2.50], [2.35, -3.63, -2.29], [-0.20, -4.13, 0.92]]}



{"formula": "BeFNO2S2", "method": "ωB97M-V/def2-TZVPD", "relative_energy_kcal_mol": 0.0, "species": ["Be", "F", "N", "S", "S", "O", "O"], "coordinates": [[0.14, 1.25, 0.61], [-0.97, 2.06, 1.34], [-0.80, -0.83, -1.04], [-1.35, 0.63, -1.04], [0.49, -1.32, 0.14], [0.94, 0.01, 0.78], [1.54, -1.80, -0.79]]}



{"formula": "C19H29N4O2S2", "method": "ωB97M-V/def2-TZVPD", "total_charge": 1, "total_energy_ha": -1907.00820, "species": ["O", "C", "O", "C", "C", "C", "N", "C", "C", "C", "C", "C", "S", "C", "S", "N", "C", "C", "N", "C", "H", "H", "H", "H", "H", "H", "H", "H", "H", "H", "H", "H", "H", "H", "C", "C", "N", "C", "C", "C", "C", "H", "H", "H", "H", "H", "H", "H", "H", "H", "H", "H", "H", "H", "H", "H"], "coordinates": [[2.71, 1.20, 5.00], [3.36, 1.09, 4.00], [4.42, 1.87, 3.72], [2.94, 0.10, 2.94], [3.67, -1.06, 2.74], [3.24, -1.97, 1.81], [2.13, -1.69, 1.11], [1.40, -0.58, 1.28], [1.77, 0.37, 2.21], [0.96, 1.62, 2.46], [-0.29, 1.82, 1.60], [-1.50, 2.29, 2.42], [-2.49, 0.97, 3.15], [-3.53, 0.50, 1.82], [-3.18, 0.72, 0.23], [-4.69, -0.12, 2.24], [-5.78, -0.48, 1.46], [-6.65, -1.07, 2.31], [-6.14, -1.11, 3.60], [-4.99, -0.54, 3.53], [5.12, 1.39, 3.25], [4.55, -1.28, 3.32], [3.74, -2.90, 1.61], [1.82, -2.37, 0.42], [0.53, -0.47, 0.66], [0.67, 1.56, 3.51], [1.62, 2.48, 2.39], [-0.10, 2.59, 0.85], [-0.60, 0.91, 1.11], [-1.17, 2.87, 3.29], [-2.14, 2.94, 1.84], [-5.87, -0.29, 0.41], [-7.61, -1.48, 2.06], [-4.34, -0.40, 4.38], [2.92, -0.81, -2.44], [1.41, -0.97, -2.53], [0.74, 0.18, -3.07], [-0.70, 0.17, -2.87], [-1.52, -0.93, -3.54], [1.20, 0.61, -4.39], [1.14, -0.41, -5.53], [3.19, 0.11, -1.91], [3.35, -1.66, -1.90], [3.40, -0.80, -3.42], [1.02, -1.12, -1.51], [1.18, -1.91, -3.07], [-1.09, 1.15, -3.17], [-0.87, 0.11, -1.79], [-1.61, -0.78, -4.62], [-2.53, -0.94, -3.13], [-1.09, -1.92, -3.38], [2.24, 0.95, -4.29], [0.64, 1.50, -4.66], [1.54, -1.38, -5.24], [1.74, -0.05, -6.37], [0.13, -0.56, -5.90]]}